{"formula": "C22H46N8OP", "method": "ωB97M-V/def2-TZVPD", "symbols": ["H", "N", "H", "H", "H", "H", "H", "O", "H", "H", "C", "H", "H", "H", "H", "H", "H", "H", "C", "H", "C", "H", "N", "C", "H", "H", "H", "C", "C", "H", "C", "H", "N", "N", "C", "C", "C", "H", "N", "C", "H", "C", "H", "C", "H", "H", "H", "H", "H", "H", "H", "P", "C", "C", "H", "H", "N", "C", "H", "H", "H", "H", "C", "C", "C", "H", "N", "H", "H", "C", "H", "H", "H", "H", "C", "N", "C", "H"], "coordinates": [[-3.179, -1.791, 0.473], [-6.423, -5.017, 0.419], [-2.325, 3.709, -4.799], [4.068, -3.007, -1.096], [-3.072, -3.427, 1.112], [-6.015, -7.354, -1.610], [-5.860, -1.045, 2.055], [-0.583, 2.789, -0.864], [-1.301, 0.392, 0.042], [-4.412, 4.771, -1.767], [2.056, -3.512, -1.698], [-3.733, -4.345, -1.033], [3.917, -4.559, -1.898], [-3.884, -4.440, -2.790], [3.725, -0.090, -0.056], [-4.628, -2.805, 0.563], [5.006, 2.293, 1.233], [-6.061, -5.879, -2.576], [3.988, -2.883, -3.241], [5.068, -2.944, -3.371], [-4.893, 4.086, -2.466], [-1.589, 1.053, 1.554], [9.077, 3.052, 5.503], [-6.076, -5.584, -0.504], [2.063, 1.940, -0.724], [-5.939, 4.381, -2.543], [-4.440, -2.830, 3.067], [-1.970, 4.551, -2.926], [5.902, 3.840, 4.386], [2.126, 1.510, 1.830], [3.574, -3.524, -1.921], [6.020, 4.952, 2.534], [-3.835, 1.189, 1.217], [-0.883, 0.794, 0.877], [-3.976, -2.033, 2.485], [-3.504, -4.956, -1.906], [-4.098, -6.353, -1.777], [7.587, 4.648, 3.271], [-1.355, 5.234, -2.250], [6.573, 3.734, 5.758], [-4.857, 3.081, -2.040], [1.546, -2.138, -1.668], [-4.771, 3.477, -4.524], [3.672, 0.640, 0.738], [1.545, -4.051, -2.496], [-2.417, -5.007, -1.990], [-3.030, -1.790, 2.975], [-2.681, 2.657, -3.428], [-3.689, -6.841, -0.890], [-0.888, 3.685, -0.651], [4.848, 4.086, 4.528], [0.015, 2.159, 0.500], [-4.226, 4.127, -3.837], [7.983, 3.353, 5.614], [5.275, 1.560, -0.304], [-3.800, -6.953, -2.638], [1.159, -1.066, -1.645], [-4.300, 0.315, 1.785], [4.120, 0.193, 1.608], [5.941, 2.868, 3.886], [-4.288, 5.139, -4.239], [3.714, -1.827, -3.279], [-2.761, 3.679, -3.800], [6.546, 4.891, 3.488], [4.501, 1.884, 0.377], [6.514, 5.876, 3.954], [2.273, 0.893, 1.041], [3.937, 2.641, -0.151], [3.519, -3.387, -4.087], [-4.899, -0.809, 2.513], [1.255, 0.495, -0.645], [6.521, 4.687, 6.285], [-5.085, -0.492, 3.538], [6.075, 2.983, 6.372], [-3.702, -2.538, 1.074], [1.547, 1.322, -0.086], [-5.628, -6.338, -1.687], [1.803, -3.990, -0.752]], "forces_ev_per_angstrom": [[-0.027, 0.030, 0.009], [-0.292, 0.769, 1.094], [0.074, -0.010, 0.011], [-0.051, -0.062, 0.062], [-0.019, -0.015, -0.009], [-0.074, 0.004, -0.002], [-0.022, 0.031, -0.027], [0.560, -0.932, 0.108], [-0.329, -0.321, 0.260], [0.030, -0.018, 0.000], [0.185, 0.103, 0.020], [-0.059, 0.001, -0.012], [-0.087, -0.028, 0.076], [-0.009, -0.010, -0.002], [-0.147, -0.274, -0.266], [-0.014, -0.012, 0.032], [-0.074, 0.415, 0.410], [-0.043, 0.018, 0.000], [-0.011, -0.011, 0.050], [-0.005, -0.021, -0.017], [0.015, -0.009, -0.034], [-0.271, -0.159, -0.020], [0.979, -0.286, -0.188], [0.278, -0.870, -1.301], [0.041, 0.145, 0.186], [-0.004, -0.021, 0.005], [-0.062, 0.067, 0.041], [-0.474, -0.707, -0.783], [-0.048, 0.160, -0.216], [-0.049, 0.320, -0.176], [0.209, 0.115, -0.195], [-0.010, 0.046, 0.012], [0.482, 0.719, -0.466], [0.984, 0.535, -1.100], [0.109, -0.150, -0.150], [0.067, -0.002, 0.005], [0.147, 0.128, -0.047], [0.016, 0.005, 0.064], [0.510, 0.544, 0.765], [0.067, -0.119, -0.249], [-0.003, 0.009, 0.021], [0.186, -1.122, -0.039], [0.090, -0.012, -0.056], [0.303, 0.865, -0.030], [-0.050, 0.030, -0.024], [-0.003, -0.009, -0.032], [-0.047, 0.041, 0.063], [0.045, -0.011, 0.043], [-0.046, -0.048, -0.004], [0.043, 0.323, -0.531], [0.005, -0.049, 0.098], [-0.698, 0.946, 1.969], [-0.234, 0.027, 0.156], [-1.057, 0.302, 0.349], [0.343, 0.067, -0.225], [-0.098, -0.057, 0.009], [-0.272, 0.956, 0.147], [-0.684, -0.756, 0.589], [-0.060, -0.360, 0.380], [-0.005, -0.047, 0.093], [0.061, -0.022, -0.061], [-0.040, -0.011, -0.012], [-0.156, 0.230, 0.001], [-0.026, -0.048, -0.041], [0.048, -0.886, -0.435], [0.011, 0.010, -0.014], [0.183, -0.801, 0.410], [-0.167, 0.356, 0.007], [0.007, 0.013, -0.015], [0.208, -0.052, -0.020], [0.365, -0.160, -0.019], [0.024, 0.017, 0.020], [-0.048, 0.063, -0.006], [0.030, 0.007, 0.066], [0.032, 0.004, 0.017], [-0.943, -0.047, -1.097], [0.165, 0.089, 0.259], [-0.088, 0.024, 0.014]], "total_energy_ev": -46811.1591, "total_charge": 1, "orbital_gap_ev": 10.9}